Molecular formula: C23H31CrF3GeN4O7SSe
Method: DFT, wB97M-V/def2-TZVPD

Summary:
* maximum force: 1.73 eV/A
* HOMO-LUMO gap (spin up / spin down): 6.677 / 7.389 eV
* total charge: +1
* M: 768.149 Da
* HOMO energy (spin up / spin down): -11.46 / -11.46 eV
* spin multiplicity: 2
* lowest unoccupied orbital energy (spin up / spin down): -0.176 / -0.150 Eh
* energy relative to the best compared isomer or geometry (same formula, charge and spin): 0.000 eV

Structure (XYZ):
```
72
C23H31CrF3GeN4O7SSe, DFT wB97M-V/def2-TZVPD
Cr -1.004 -1.049 1.447
C -6.027 -0.142 0.983
O -4.929 -0.983 0.598
C -3.710 -0.714 0.965
O -2.798 -1.491 0.658
N -3.477 0.394 1.716
N -2.115 0.743 1.883
H -6.908 -0.627 0.579
H -5.934 0.852 0.540
H -6.107 -0.080 2.067
H -4.117 1.168 1.626
H -2.007 1.147 2.807
H -1.885 1.426 1.156
F -0.680 -3.730 4.959
C -0.338 -4.126 3.733
F 0.904 -3.692 3.472
F -0.355 -5.438 3.679
S -1.504 -3.341 2.501
O -2.626 -4.191 2.369
O -0.657 -3.084 1.322
O -1.753 -2.008 3.110
C 4.786 -0.598 0.052
Ge 4.245 -0.160 1.889
C 5.696 -0.440 3.188
C 3.524 1.674 1.975
C 2.783 -1.427 2.491
Se 1.041 -0.576 2.535
C 0.768 -0.445 4.463
H 4.976 0.320 -0.504
H 3.987 -1.156 -0.435
H 5.693 -1.200 0.047
H 6.573 0.153 2.935
H 5.982 -1.493 3.190
H 5.363 -0.164 4.188
H 4.268 2.401 1.649
H 3.225 1.918 2.995
H 2.652 1.756 1.327
H 2.966 -1.817 3.490
H 2.698 -2.246 1.783
H 1.296 0.420 4.855
H 1.131 -1.352 4.940
H -0.301 -0.353 4.633
O 1.582 -1.399 -0.269
C 0.734 -0.743 -0.848
N 0.714 -0.356 -2.139
C -0.384 0.556 -2.436
C -1.150 0.485 -1.110
O -2.200 1.056 -0.854
N -0.426 -0.256 -0.217
C 0.083 2.018 -2.529
C 1.367 2.394 -2.152
C 1.745 3.730 -2.204
C 0.840 4.693 -2.618
C -0.447 4.321 -2.982
C -0.826 2.989 -2.937
C -1.164 0.110 -3.657
C -0.622 0.347 -4.916
C -1.285 -0.085 -6.053
C -2.500 -0.747 -5.939
C -3.043 -0.983 -4.686
C -2.375 -0.560 -3.545
H 1.403 -0.632 -2.817
H 2.081 1.652 -1.817
H 2.751 4.014 -1.923
H 1.136 5.733 -2.660
H -1.157 5.070 -3.306
H -1.830 2.695 -3.218
H 0.319 0.879 -5.007
H -0.857 0.104 -7.028
H -3.019 -1.081 -6.827
H -3.990 -1.497 -4.593
H -2.801 -0.759 -2.570
```

For reference, the Löwdin charges in units of e are: Cr 0.654; C 0.001; O 0.066; C -0.520; O 0.009; N 0.085; N 0.049; H 0.110; H 0.106; H 0.110; H 0.152; H 0.139; H 0.114; F 0.154; C -0.641; F 0.122; F 0.190; S 0.584; O -0.181; O -0.317; O -0.365; C -0.201; Ge 0.810; C -0.218; C -0.233; C -0.487; Se 1.026; C -0.288; H 0.020; H -0.003; H 0.023; H 0.023; H 0.023; H 0.019; H 0.024; H 0.016; H -0.005; H 0.026; H 0.022; H 0.037; H 0.037; H 0.026; O 0.032; C -0.524; N 0.190; C -0.256; C -0.385; O 0.081; N 0.033; C -0.155; C -0.023; C -0.069; C -0.076; C -0.059; C -0.022; C -0.157; C -0.026; C -0.062; C -0.072; C -0.062; C -0.012; H 0.177; H 0.109; H 0.107; H 0.108; H 0.110; H 0.127; H 0.125; H 0.110; H 0.109; H 0.109; H 0.111